The following is a DFT calculation (ωB97M-V with the def2-TZVPD basis set) of a cluster of 2 separate species, C11H15N in total in a non-equilibrium geometry.

The geometry in XYZ format:
```
27
Properties=species:S:1:pos:R:3:forces:R:3
C 3.24606 -1.24905 1.17297 1.911 1.635 2.293
C -0.04139 -1.87709 -0.41635 -3.163 -0.063 2.181
C 1.15358 -1.14231 -0.35872 -1.298 -1.496 0.171
C 1.95048 -1.72080 0.70743 -1.292 -0.604 -0.321
C 1.20436 -2.71943 1.27620 0.221 -1.604 -0.259
C -0.94428 -0.45146 -1.95782 -1.384 3.237 -4.603
C -1.22470 -1.41519 -1.11244 1.116 -2.127 2.726
C 0.29924 0.18781 -2.14630 -1.223 0.052 0.081
C 1.23349 -0.06451 -1.23768 4.909 0.834 1.505
N -0.09169 -2.81851 0.63704 6.045 1.258 -1.655
H -1.69004 0.00406 -2.67678 0.258 -0.847 1.186
H -2.23548 -1.71803 -0.79190 0.680 -0.129 -0.629
H 0.39834 0.97294 -2.86826 -0.013 0.235 -0.199
H 2.20454 0.53779 -1.10259 -1.550 -0.668 -0.727
H -0.73224 -3.12427 1.26676 -3.136 -0.841 1.088
H 1.63159 -3.61608 1.91933 -1.284 2.308 -1.037
H 3.31577 -1.44797 2.31156 0.101 0.110 -1.791
H 3.26874 -0.09482 1.13956 0.182 -1.714 -0.234
H 4.18621 -1.65868 0.70540 -1.088 0.421 0.208
C -2.22694 2.26206 0.05996 1.046 -0.048 0.939
C -2.08362 3.59654 0.87323 0.977 -1.415 -1.868
H -3.15146 2.30609 -0.50535 -0.268 -0.421 0.154
H -1.42655 2.06810 -0.66308 -0.008 0.545 0.036
H -2.12652 1.36452 0.72477 -0.679 0.737 -0.443
H -1.09375 3.76788 1.26685 0.234 -0.453 0.679
H -2.85610 3.64044 1.58382 -0.753 0.257 1.168
H -2.16765 4.40998 0.19241 -0.541 0.802 -0.646
```
Forces are in eV/Å.

Computed properties:
Energy relative to the best compared isomer or geometry (same formula, charge and spin)   201.6 kJ/mol
Calculated total energy   -482.83839 hartree
E_LUMO   0.033 Eh
Structure (SMILES)   Cc1c[nH]c2ccccc12.CC

=====

The following is a DFT calculation (ωB97M-V with the def2-TZVPD basis set) of the molecule C7H11Cl3OSi in a non-equilibrium geometry.

The geometry in XYZ format:
```
23
Properties=species:S:1:pos:R:3:forces:R:3
Cl 3.74745 1.47884 -0.51857 -0.319 -1.316 0.599
Cl 5.04678 -0.91036 0.60816 0.653 0.349 0.138
Cl 2.86187 0.34881 2.03459 0.098 0.345 0.689
C 1.25050 -0.57822 -0.35354 -7.445 3.260 -2.587
C 0.11934 -0.10360 -0.76008 7.317 -3.055 2.234
O 2.64574 -2.35130 0.41818 -0.233 0.428 1.062
C 3.52239 -0.06432 0.46648 0.217 0.848 0.022
C 2.56157 -1.05275 -0.16200 1.908 -1.583 -1.604
C -1.52766 0.82032 1.50484 0.916 0.721 0.137
C -2.07734 1.83954 -1.40697 0.685 -0.746 0.973
C -2.66202 -1.11433 -0.57921 0.293 0.327 -0.227
Si -1.53279 0.37274 -0.32831 -2.153 0.749 1.228
H 2.58087 -2.32059 1.40780 -0.095 0.265 -1.225
H 3.01096 -1.18764 -1.17343 -0.378 -0.105 0.366
H -2.50587 0.80263 1.98077 -0.182 0.076 -0.167
H -1.09162 1.84261 1.62816 -0.354 -0.652 0.003
H -0.88002 0.14690 2.08606 -0.146 0.065 -0.264
H -2.98349 2.29052 -1.01087 -0.208 -0.055 -0.282
H -1.28986 2.59571 -1.42759 -0.049 -0.051 -0.092
H -2.18577 1.38852 -2.38230 -0.348 0.318 -0.530
H -3.00582 -0.92485 -1.59540 -0.417 -0.565 -0.141
H -2.10813 -2.04328 -0.53998 0.315 -0.178 -0.263
H -3.49706 -1.27588 0.10322 -0.075 0.555 -0.071
```
Forces are in eV/Å.

Computed properties:
Calculated total energy   -2018.57570 hartree
E_LUMO   0.014 Eh
Structure (SMILES)   C[Si](C)(C)C#C[C@H](O)C(Cl)(Cl)Cl

=====

The following is a DFT calculation (ωB97M-V with the def2-TZVPD basis set) of a cluster of 2 separate species, C14H26FN2O3PS in total.

The geometry in XYZ format:
```
48
Properties=species:S:1:pos:R:3:forces:R:3
C -1.26377 1.93218 -3.65898 -0.019 -0.005 0.009
C -1.08819 0.55022 -4.27505 -0.087 0.020 -0.037
C -1.81674 -0.61220 -3.56154 0.004 -0.133 0.018
C -2.23246 -0.44268 -2.08847 -0.077 -0.050 -0.054
C -1.40986 -1.14861 -0.99650 0.010 -0.171 0.058
N -1.80213 -0.65001 0.32853 -0.127 0.530 -0.196
C -0.93834 0.33768 0.75161 -0.105 -0.236 -0.064
O -1.20789 1.29936 1.43177 0.073 -0.204 0.243
C 0.42603 -0.09890 0.24895 -0.268 -0.113 -0.040
P 1.63959 1.25772 0.17907 0.116 0.329 -0.054
S 1.36671 2.82099 -0.94172 -0.039 -0.180 -0.037
C 0.14416 -0.94788 -1.00715 -0.238 0.132 0.334
F 0.47529 -0.19273 -2.13157 0.023 0.094 0.008
C 0.94670 -2.25594 -1.04405 0.100 -0.100 -0.140
C 1.95157 -2.32963 -2.18808 0.018 0.012 -0.047
N 3.04383 -1.37265 -2.00212 0.020 0.059 -0.109
H -2.30278 2.26711 -3.71161 -0.012 -0.003 0.012
H -0.94545 1.96661 -2.61845 0.062 -0.001 -0.001
H -0.64910 2.65829 -4.19108 -0.048 0.031 -0.047
H -1.47360 0.58737 -5.29641 0.057 -0.034 -0.058
H -0.02661 0.32911 -4.36921 0.042 0.011 0.109
H -1.20861 -1.51715 -3.64427 0.008 -0.031 -0.075
H -2.72415 -0.82912 -4.12677 -0.061 0.023 0.029
H -3.21980 -0.90352 -1.99298 -0.093 0.144 0.080
H -2.36751 0.60649 -1.82055 0.144 0.023 -0.055
H -1.65567 -2.21096 -1.04597 0.238 -0.046 -0.032
H -2.78386 -0.44969 0.47154 0.015 -0.006 -0.013
H 0.77520 -0.77120 1.04095 0.222 0.145 0.007
H 2.81402 0.53034 -0.05715 0.037 -0.034 0.035
H 1.71720 1.51975 1.54629 0.075 0.024 0.034
H 1.49788 -2.36646 -0.11115 0.023 -0.046 0.028
H 0.26776 -3.10677 -1.11914 -0.043 0.012 -0.021
H 2.36914 -3.33640 -2.19003 0.050 -0.015 0.023
H 1.43639 -2.19562 -3.14552 -0.028 -0.060 0.007
H 3.86132 -1.66247 -2.52410 -0.004 -0.031 0.042
H 2.77691 -0.46860 -2.37685 -0.016 -0.001 0.055
O 1.85108 0.00721 3.28870 0.043 -0.135 0.055
C 1.11204 0.34193 4.17180 -0.172 0.085 -0.085
O 0.49086 -0.55557 4.96622 0.026 -0.025 -0.013
C -0.42357 0.11234 5.85638 -0.034 0.031 0.006
C 0.07930 1.55050 5.94233 0.065 -0.023 -0.011
C 0.68999 1.74399 4.55807 0.018 -0.022 0.060
H -1.42297 0.05219 5.42088 0.001 0.016 -0.002
H -0.41367 -0.42296 6.80216 0.022 -0.002 0.000
H -0.71168 2.25596 6.18534 -0.022 -0.007 -0.035
H 0.85408 1.62696 6.70620 -0.017 0.004 0.021
H -0.04285 2.07844 3.81847 0.006 -0.026 -0.028
H 1.54420 2.41497 4.52124 -0.008 0.016 -0.019
```
Forces are in eV/Å.

Computed properties:
Calculated total energy   -1723.72677 hartree
E_LUMO   0.024 Eh
Structure (SMILES)   CCCC[C@@H]1NC(=O)[C@H]([PH2]=S)[C@@]1(F)CCN.O=C1CCCO1

=====

The following is a DFT calculation (ωB97M-V with the def2-TZVPD basis set) of the molecule C8H8ClNSi in a non-equilibrium geometry.

The geometry in XYZ format:
```
19
Properties=species:S:1:pos:R:3:forces:R:3
C 2.82453 0.12568 -0.02576 -0.508 -2.159 -1.018
C 2.39048 1.34638 0.34679 -2.125 1.216 -0.143
C 1.90772 -0.80118 -0.56328 1.052 -0.612 0.915
C 1.01058 1.73314 0.12773 2.371 0.588 0.610
C -0.48814 -1.43920 -1.14942 2.353 0.232 -0.195
C -1.77692 -1.40252 -0.80233 -0.848 -1.674 1.846
C 0.56700 -0.49556 -0.67411 -2.346 0.255 -1.555
C 0.18918 0.86643 -0.51315 0.398 -0.588 0.978
N -2.28245 -0.75412 0.27755 -0.501 1.139 0.352
Si -3.24130 0.40965 0.79516 1.364 -1.994 1.155
Cl -1.30767 1.59115 -0.99449 -0.228 0.387 -0.659
H 3.82481 -0.29808 0.06848 0.011 0.842 0.194
H 3.09943 2.02693 0.71813 0.507 1.008 0.706
H 2.36435 -1.80621 -0.71966 -1.085 0.646 -0.161
H 0.58587 2.70571 0.42662 0.751 -0.423 -0.267
H 0.00421 -2.23719 -1.69184 -0.866 -0.248 -0.456
H -2.50277 -2.20843 -0.99031 0.715 0.045 -1.135
H -3.21075 0.41145 2.30835 -0.302 0.528 -0.789
H -4.33627 0.97574 0.08165 -0.714 0.812 -0.378
```
Forces are in eV/Å.

Computed properties:
Energy relative to the best compared isomer or geometry (same formula, charge and spin)   174.3 kJ/mol
Calculated total energy   -1113.98124 hartree
E_LUMO   -0.010 Eh
Structure (SMILES)   [SiH2]=N/C=C\c1ccccc1Cl

=====

Number 1: Kohn-Sham gap 9.0390 eV. Number 2: Kohn-Sham gap 10.2025 eV. Number 3: Kohn-Sham gap 8.9490 eV. Number 4: Kohn-Sham gap 7.3410 eV.